1.
Formula: C21H48N3O
Source: the Open Molecules 2025 dataset
Level of theory: ωB97M-V/def2-TZVPD

Geometry as ORCA input:
```
! wB97M-V def2-TZVPD RIJCOSX def2/J DEFGRID3
* xyz 1 1
C 0.17101 -3.17831 1.40614
C 1.25165 -2.80463 0.37593
C 0.57204 -2.35878 -0.92366
C 2.23215 -1.78581 1.02356
C 3.40732 -2.53394 1.66700
C 2.80195 -0.72315 0.08531
O 1.84516 0.27007 -0.29810
C 1.50461 1.27690 0.58948
C 0.01664 1.16574 0.97834
N -0.00870 1.09106 2.45443
C 1.27172 1.15295 2.87583
N 1.59340 1.11838 4.15635
N 2.19283 1.25443 1.90878
H -0.20936 -4.18947 1.25282
H -0.67372 -2.47991 1.35101
H 0.56809 -3.13933 2.42748
H 1.81699 -3.72090 0.17448
H -0.26823 -1.68758 -0.72150
H 1.24454 -1.88587 -1.63799
H 0.14858 -3.23517 -1.42357
H 1.69276 -1.28975 1.84267
H 4.11929 -1.83867 2.12308
H 3.06214 -3.23482 2.42968
H 3.95746 -3.09166 0.90331
H 3.10764 -1.19014 -0.85352
H 3.70165 -0.25620 0.49970
H 1.74684 2.24341 0.13650
H -0.38004 0.24354 0.55453
H -0.55859 1.99849 0.57653
H -0.42157 0.22906 2.80486
H 0.92327 1.40856 4.85291
H 2.49000 0.77350 4.46392
H 2.82312 2.02917 2.07849
C 3.22969 1.63742 -3.16296
C 1.83611 2.23304 -2.99385
C 1.12597 2.52610 -4.31435
C 1.83070 3.54783 -5.20866
C 2.07271 4.90907 -4.55816
C 0.79019 5.62631 -4.14859
H 3.90010 2.31913 -3.68717
H 3.68314 1.41413 -2.19463
H 3.18644 0.70661 -3.73256
H 1.90160 3.15113 -2.39824
H 1.22400 1.53276 -2.41912
H 0.10865 2.86579 -4.10214
H 1.01863 1.59029 -4.87139
H 1.22932 3.68790 -6.11145
H 2.78676 3.14051 -5.54767
H 2.62142 5.53571 -5.26470
H 2.72517 4.79837 -3.68671
H 0.13555 5.77374 -5.00960
H 1.00709 6.60727 -3.72469
H 0.23138 5.06225 -3.39902
C -3.50368 0.24788 1.57099
C -4.73222 -0.64025 1.41267
C -5.05326 -1.45159 2.66688
C -3.94766 -2.41826 3.09965
C -3.52446 -3.43106 2.03591
C -4.65049 -4.36272 1.60073
H -2.60963 -0.35526 1.76311
H -3.32329 0.82600 0.66235
H -3.62463 0.95075 2.39864
H -4.58659 -1.30984 0.56126
H -5.59358 -0.01735 1.16369
H -5.98042 -2.00433 2.50171
H -5.25818 -0.76560 3.49454
H -4.28760 -2.95743 3.98837
H -3.06725 -1.84844 3.41766
H -2.70075 -4.02899 2.43615
H -3.12282 -2.91101 1.15972
H -5.04890 -4.91403 2.45439
H -4.29714 -5.09033 0.86995
H -5.47472 -3.81464 1.14253
*
```

As for the total energy: -29068.1109 eV. The energy above the lowest of the compared OMol25 structures with the same formula, charge and spin comes out at 1.7 kcal per mole. The calculation puts the gap between HOMO and LUMO at 9.69 eV.


2.
Formula: C18H51NO4PS
Source: the Open Molecules 2025 dataset
Level of theory: ωB97M-V/def2-TZVPD

Geometry as ORCA input:
```
! wB97M-V def2-TZVPD RIJCOSX def2/J DEFGRID3
* xyz -1 1
C 5.96703 -1.19441 1.73178
N 5.62501 0.15516 2.13270
C 4.83709 0.86184 1.10706
P 2.96798 0.37403 1.30099
S 0.82285 -0.18789 1.55169
H 6.65477 -1.24841 0.86221
H 5.05853 -1.73195 1.45138
H 6.47446 -1.69745 2.56762
H 6.43388 0.67871 2.42856
H 5.19562 0.66748 0.07267
H 4.94544 1.94500 1.28891
H 3.15815 -0.85162 0.51874
H 2.65700 1.07412 0.06771
H 2.73279 1.56815 2.12195
H 3.25065 -0.37803 2.51050
H 0.80806 -1.53107 1.78784
C -2.76147 -4.89778 1.99328
C -1.57093 -4.06571 1.54548
O -0.91000 -4.58148 0.40472
C -1.68368 -4.68353 -0.77346
C -2.24165 -3.35581 -1.25578
H -2.45259 -5.92433 2.20289
H -3.20125 -4.47204 2.89657
H -3.54152 -4.93956 1.23096
H -0.82905 -4.05276 2.34399
H -1.86004 -3.02375 1.37706
H -2.48534 -5.42010 -0.64084
H -1.01574 -5.08837 -1.53554
H -2.92428 -2.90907 -0.53160
H -2.78914 -3.49424 -2.19012
H -1.43392 -2.64280 -1.42594
C -1.60337 2.29883 -0.11898
C -0.41176 3.12880 -0.56269
O 0.24871 2.61957 -1.70679
C -0.52438 2.51538 -2.88193
C -1.08755 3.84084 -3.36760
H -1.29415 1.27244 0.08745
H -2.04206 2.72173 0.78700
H -2.38513 2.26294 -0.88238
H 0.33265 3.13540 0.23449
H -0.70241 4.17408 -0.72742
H -1.32254 1.77664 -2.74717
H 0.14339 2.11184 -3.64497
H -1.76990 4.28560 -2.64169
H -1.63704 3.69951 -4.30061
H -0.28107 4.55599 -3.54173
C -1.69621 1.85051 4.20846
C -2.86919 2.68598 3.72926
O -3.92774 2.79529 4.67338
C -3.59121 3.38539 5.91283
C -3.06886 4.80687 5.79350
H -2.02757 0.84520 4.47370
H -0.93916 1.77147 3.42662
H -1.21991 2.28203 5.09100
H -3.30330 2.21589 2.84626
H -2.53633 3.68261 3.41782
H -2.87916 2.75252 6.45319
H -4.50994 3.39071 6.50232
H -2.14443 4.85547 5.21711
H -2.86746 5.21986 6.78362
H -3.80278 5.44152 5.29287
C 1.74142 -2.65799 -6.73352
C 0.81895 -1.53219 -6.29735
O 0.06250 -1.83013 -5.14165
C 0.80960 -2.11864 -3.96618
C 1.71295 -0.98244 -3.52267
H 1.16959 -3.57025 -6.91548
H 2.26635 -2.38386 -7.65058
H 2.49194 -2.88669 -5.97610
H 0.09347 -1.33896 -7.08947
H 1.37960 -0.60211 -6.15565
H 1.37933 -3.04546 -4.09867
H 0.07649 -2.31708 -3.18452
H 2.47204 -0.74748 -4.27185
H 2.22692 -1.24306 -2.59677
H 1.12999 -0.07686 -3.35041
*
```

As for the total energy: -49293.4135 eV. The calculation puts the gap between HOMO and LUMO at 6.24 eV.


3.
Formula: C29H23Br2N7O3Pt
Source: the Open Molecules 2025 dataset
Level of theory: ωB97M-V/def2-TZVPD

Geometry as ORCA input:
```
! wB97M-V def2-TZVPD RIJCOSX def2/J DEFGRID3
* xyz 2 5
Pt -0.27440 0.17155 0.65830
C -2.27822 -2.28194 0.64884
N -2.41890 -0.82546 0.84505
C -3.32560 -0.14066 -0.09152
C -2.56198 0.29758 -1.30176
N -1.30631 0.66696 -1.23885
C -0.90131 0.96538 -2.53898
C 0.33848 1.35789 -3.03707
C 0.42368 1.58240 -4.39525
C -0.68859 1.41816 -5.23897
C -1.91723 1.01959 -4.75383
C -1.99550 0.79438 -3.38418
N -3.03344 0.36346 -2.55912
C -1.16044 -2.58271 -0.29614
N -0.21751 -1.72180 -0.56896
C 0.74886 -2.38488 -1.31928
C 1.96999 -1.94491 -1.82028
C 2.72567 -2.86412 -2.51854
C 2.27760 -4.18138 -2.71753
C 1.06785 -4.62348 -2.22176
C 0.31558 -3.69633 -1.51081
N -0.91266 -3.78080 -0.85768
H -3.21565 -2.72727 0.30610
H -2.00978 -2.73378 1.60623
H -2.69850 -0.64265 1.80144
H -3.73361 0.73962 0.40684
H -4.16692 -0.77596 -0.37691
H 1.19631 1.47051 -2.38400
H 1.36744 1.88735 -4.82704
H -0.57701 1.60479 -6.29834
H -2.76934 0.88798 -5.40716
H -3.97390 0.14828 -2.85113
H 2.30550 -0.92776 -1.65619
H 3.68463 -2.57053 -2.92389
H 2.89946 -4.87043 -3.27254
H 0.73327 -5.64073 -2.37732
H -1.47554 -4.61004 -0.75621
Br 0.20773 0.89702 5.86358
C 0.18103 2.21714 4.56036
C 0.43292 3.53640 4.87621
C 0.40563 4.51550 3.89317
Br 0.70700 6.27509 4.39511
C 0.14999 4.19478 2.51231
C 0.10674 5.13112 1.46755
C -0.13949 4.69790 0.18937
C -0.32935 3.33584 -0.04799
N -0.30168 2.44033 0.92812
C -0.07153 2.85751 2.18647
C -0.10863 1.82312 3.21011
O -0.40289 0.64925 2.89608
H 0.64650 3.81224 5.89957
H 0.26475 6.18056 1.67602
H -0.17899 5.39273 -0.63743
H -0.49449 2.96664 -1.04909
O 0.11351 -3.32063 2.47029
C 1.00367 -2.51247 2.39533
C 2.42374 -2.61327 2.95051
C 3.15529 -1.36769 2.41798
C 2.05320 -0.62014 1.72178
O 2.05991 0.49058 1.14375
N 0.90589 -1.28820 1.74877
H 2.86685 -3.55537 2.63551
H 2.35571 -2.62881 4.03775
H 3.93713 -1.60752 1.69669
H 3.60789 -0.74792 3.19055
*
```

As for the total energy: -190337.4263 eV. The expectation value of S² is 6.04. The calculation puts the gap between HOMO and LUMO (alpha / beta) at 7.64 / 5.73 eV.


4.
Formula: C30H25GeIrN5
Source: the Open Molecules 2025 dataset
Level of theory: ωB97M-V/def2-TZVPD

Geometry as ORCA input:
```
! wB97M-V def2-TZVPD RIJCOSX def2/J DEFGRID3
* xyz 3 5
Ir -0.77629 0.60653 -0.85574
C -1.83564 4.54471 2.47438
C -0.49322 4.17584 2.29407
C -0.14500 2.89382 1.96625
C -1.15339 1.84955 1.79619
C -2.45770 2.18909 2.11454
C -2.77358 3.50509 2.42636
N -0.92940 0.65832 1.15748
C -1.38955 -0.50260 1.71931
C -1.49389 -0.73701 3.09423
C -2.08705 -1.89236 3.55147
C -2.22813 -2.98574 2.69340
C -2.01875 -2.85686 1.33749
C -1.67881 -1.60995 0.84222
N -1.56362 -1.27226 -0.49295
N -1.91696 -2.14913 -1.40655
C -1.84974 -1.53075 -2.63841
C -2.22350 -2.31824 -3.80664
C -2.06201 -1.76883 -5.01596
C -1.69724 -0.37795 -5.06958
C -1.43706 0.33954 -3.94645
N -1.49067 -0.23969 -2.71174
H -2.27524 5.55177 2.65444
H 0.19050 5.04098 2.39634
H 0.89647 2.55874 2.03958
H -3.25910 1.46124 1.94947
H -3.81626 3.67775 2.78893
H -1.12165 -0.01683 3.78905
H -2.34294 -2.01179 4.59420
H -2.62207 -3.90991 3.16421
H -2.14333 -3.71510 0.66963
H -2.57121 -3.35841 -3.56880
H -2.23123 -2.30041 -5.98843
H -1.55625 0.07004 -6.05694
H -1.21863 1.39654 -3.91087
Ge 1.62063 0.33659 -1.31533
C 1.67002 -1.63005 -1.15414
C 1.70165 -2.44789 -2.28281
C 1.78967 -3.84440 -2.24112
C 1.81967 -4.48754 -0.97439
C 1.70531 -3.66918 0.14417
C 1.62760 -2.30542 0.07728
C 2.80078 1.09233 0.03741
C 3.49719 0.32983 0.94835
C 4.11344 0.95981 2.06026
C 4.29872 2.33628 2.14707
C 3.62186 3.08839 1.11446
C 2.80664 2.45713 0.18655
H 2.17220 0.62190 -2.69284
H 1.65717 -2.06084 -3.30444
H 1.83525 -4.43863 -3.13551
H 2.03431 -5.55998 -0.88603
H 1.60618 -4.15735 1.13385
H 1.64513 -1.75876 1.06210
H 3.55275 -0.75069 0.88925
H 4.42743 0.30500 2.88642
H 4.79365 2.82013 2.98317
H 3.56349 4.22064 1.15620
H 2.20825 2.99067 -0.51551
N -0.80770 3.62155 -1.45552
C -0.70514 2.48035 -1.19487
H -1.28399 4.48438 -1.71822
*
```

As for the total energy: -98288.5331 eV. The expectation value of S² is 6.09. The calculation puts the gap between HOMO and LUMO (alpha / beta) at 5.89 / 3.44 eV.


5.
Formula: C5H10O2
Source: the Open Molecules 2025 dataset
Level of theory: ωB97M-V/def2-TZVPD

Geometry as ORCA input:
```
! wB97M-V def2-TZVPD RIJCOSX def2/J DEFGRID3
* xyz 1 2
C 0.05192 2.47278 0.64115
C 1.26480 -2.04898 0.37525
C 0.07896 -1.41986 0.47211
O -1.14602 -1.93142 0.26814
C -0.05500 -0.02304 0.96855
C 0.58167 1.08935 0.48233
H -0.21676 2.76984 1.66896
H 0.80649 3.22154 0.45354
H -0.77246 2.58912 -0.02740
H 1.31790 -3.13905 0.26560
H 2.18008 -1.69743 0.82373
H -1.27291 -2.69399 -0.34902
H -0.77807 0.20061 1.76621
H 1.55541 0.98812 0.03474
H -1.09279 -0.85183 -2.88187
H -1.12757 0.40565 -2.04829
O -1.37565 0.06859 -2.91373
*
```

As for the total energy: -9431.5022 eV. The energy above the lowest of the compared OMol25 structures with the same formula, charge and spin comes out at 36.9 kcal per mole. The expectation value of S² is 0.78. The calculation puts the gap between HOMO and LUMO (alpha / beta) at 10.15 / 6.44 eV.


6.
Formula: C5H12NOP
Source: the Open Molecules 2025 dataset
Level of theory: ωB97M-V/def2-TZVPD

Geometry as ORCA input:
```
! wB97M-V def2-TZVPD RIJCOSX def2/J DEFGRID3
* xyz 0 1
C 3.33564 0.27567 0.07780
C 1.97618 0.64288 -0.40284
C 1.26037 -0.18663 -1.32780
O 0.89677 -0.11475 0.06624
H 4.15176 0.42851 -0.71586
H 3.34823 -0.87825 0.33959
H 3.58630 0.84620 0.97341
H 1.67788 1.74423 -0.30880
H 1.74797 -1.16811 -1.70898
H 0.56671 0.15620 -2.02353
C -3.34342 -1.13450 -0.57618
C -2.36015 -0.38326 0.25639
N -2.19217 0.82822 0.10172
P -0.87890 1.79446 0.38863
H -2.81264 -1.27634 -1.54702
H -4.16802 -0.40930 -0.60197
H -3.71011 -2.05438 -0.11726
H -1.88964 -0.94214 1.15139
H -1.73223 2.97666 0.92266
H -0.36541 1.32973 1.60828
*
```

As for the total energy: -18202.6131 eV. The energy above the lowest of the compared OMol25 structures with the same formula, charge and spin comes out at 57.4 kcal per mole. The calculation puts the gap between HOMO and LUMO at 9.50 eV. The SMILES is C[C@H]1CO1.C/C=N/P.


7.
Formula: C12H31BrO3Ta
Source: the Open Molecules 2025 dataset
Level of theory: ωB97M-V/def2-TZVPD

Geometry as ORCA input:
```
! wB97M-V def2-TZVPD RIJCOSX def2/J DEFGRID3
* xyz -1 1
C 5.51449 -0.41879 -0.78641
C 5.36813 1.09219 -0.70433
C 3.93516 1.58628 -0.58681
C 3.14866 0.99117 0.58675
O 2.55787 2.02957 1.34417
Ta 0.53578 2.39041 0.87628
C 0.04098 0.48291 2.05299
C -1.23388 -0.24629 1.62730
C -1.02626 -1.45238 0.74363
Br 0.06140 -2.83286 1.61203
O -1.43630 2.72227 0.30360
C -1.80271 2.26622 -0.98423
C -3.30941 2.13563 -1.16853
C -3.88992 0.74687 -0.94212
C -3.36820 -0.32001 -1.89563
H 6.56466 -0.66561 -0.93214
H 4.97564 -0.83784 -1.63061
H 5.20886 -0.91823 0.12551
H 5.78727 1.50169 -1.62234
H 5.98225 1.47094 0.11001
H 3.40007 1.40777 -1.51631
H 3.95926 2.65442 -0.40994
H 3.80754 0.38914 1.21659
H 2.40017 0.29544 0.21177
H 0.81587 1.50467 -0.74405
H 1.03186 3.99995 0.10030
H 0.31430 3.36601 2.46112
H 0.91194 -0.16174 1.99824
H -0.04836 0.73338 3.10583
H -1.76822 -0.59913 2.50895
H -1.92430 0.40536 1.09542
H -0.58818 -1.20871 -0.21445
H -1.97625 -1.94071 0.57322
H -1.32848 1.32226 -1.23602
H -1.43860 3.00061 -1.70364
H -3.59775 2.46144 -2.16493
H -3.79154 2.81576 -0.47103
H -3.75779 0.40319 0.08036
H -4.96540 0.81230 -1.09876
H -3.79831 -1.27913 -1.61516
H -3.69084 -0.12325 -2.91279
H -2.29152 -0.43881 -1.85919
C -2.88626 -5.13774 0.67312
O -1.88974 -6.10080 0.98682
H -3.84744 -5.64495 0.62632
H -2.92950 -4.36213 1.44239
H -2.68747 -4.66997 -0.29536
H -1.04948 -5.62875 1.03204
*
```

As for the total energy: -90681.4899 eV. The calculation puts the gap between HOMO and LUMO at 7.27 eV.